Record 1
Here is an isolated molecule of C4H7N3O at a distorted geometry from the OMol25 dataset. Energies are from ωB97M-V with the def2-TZVPD basis set.

```
15
Properties=species:S:1:pos:R:3:forces:R:3
C -0.46758 -0.74479 -0.01913 1.99 1.91 -2.79
C -1.82625 -0.59336 -0.62923 -0.55 -1.38 -0.86
C -0.98139 0.65084 -0.65211 1.11 0.09 -1.32
C 1.04780 -0.39167 -0.20872 -1.19 0.78 -0.73
H 0.28298 -0.25912 1.72559 -0.94 -0.37 0.34
H -0.64840 -1.67815 1.66267 0.02 2.60 -0.08
H -1.98550 -0.99457 -1.68938 -0.07 0.75 1.75
H -2.54892 -0.92726 0.15985 0.36 0.79 -1.17
H -0.61474 0.76376 -1.73194 -0.42 -0.20 1.62
H -0.56566 1.73227 1.10481 0.00 -0.10 -1.00
H 1.78424 1.57303 -0.23049 0.80 0.57 -0.55
N -0.60764 -0.62947 1.34778 0.20 -2.95 4.13
N -0.23831 1.67906 0.12179 -0.36 -0.88 0.79
N 1.08435 1.04932 0.22839 -1.14 -1.97 -0.16
O 1.99896 -1.05356 -0.47896 0.18 0.35 0.04
```
Positions in Å, forces in eV/Å.

Charge: 0
Lowest unoccupied orbital energy in eV: 0.93
Highest occupied orbital energy in hartree: -0.3049
Energy above the lowest of the compared OMol25 structures with the same formula, charge and spin in kJ/mol: 527.31
SMILES: N[C@@]12C[C@H]1NNC2=O

Record 2
Here is an isolated molecule of C23H33BrF4NO5PS2 at a distorted geometry from the OMol25 dataset. Energies are from ωB97M-V with the def2-TZVPD basis set.

```
70
Properties=species:S:1:pos:R:3:forces:R:3
C 5.20206 1.05081 -2.27739 -0.25 -0.53 -0.03
C 3.70147 1.11117 -2.59437 0.56 0.06 -0.13
C 2.73195 1.50676 -1.42582 0.90 0.22 -0.39
C 3.54585 1.99839 -0.22968 -0.57 0.42 0.53
C 1.70282 0.38316 -1.15467 1.50 -0.43 0.65
Br 2.91753 -1.12275 -0.52983 -0.20 -0.01 -0.18
O 1.26355 -0.14614 -2.38898 -1.41 0.41 0.44
S 0.24357 0.59606 -3.41985 0.41 -0.19 -0.73
O 0.84656 1.82807 -3.85763 -0.09 0.27 0.10
O -0.94352 1.16023 -2.41976 0.79 -0.46 0.29
C -1.62502 0.27667 -1.53609 -1.59 0.05 1.05
C -2.32633 -0.88188 -2.30122 -0.28 0.22 -0.90
C -3.32279 -0.45426 -3.38568 -0.02 -0.50 -0.32
F -1.42386 -1.67279 -3.01109 0.33 0.03 0.27
P -3.19870 1.45309 -1.32592 -0.37 0.76 -0.80
C -2.92310 2.81444 -0.13795 0.09 -0.03 0.53
O -4.37881 0.54185 -0.56840 0.60 -0.18 0.00
C -0.82954 -0.15127 -0.22310 0.94 -0.05 0.08
C -0.57924 -1.66439 -0.10782 0.66 -0.52 -0.93
O 0.18233 -2.22783 -1.20307 -0.31 0.50 0.28
C 0.16169 -3.55280 -1.23530 0.51 0.07 -0.44
F -1.04088 -4.05740 -1.53981 -0.55 -0.18 0.13
F 0.54181 -4.11383 -0.08070 -0.05 -0.20 0.52
F 1.00591 -3.96163 -2.17003 0.26 -0.09 -0.35
C -1.63588 0.14343 1.09815 -0.51 -0.26 0.81
C -1.87421 -0.98067 2.11127 -0.36 -0.60 0.03
C -0.98227 -1.37473 3.10812 0.13 -0.20 0.20
C -1.25314 -2.43409 3.97958 -0.34 0.36 -0.53
C -2.46195 -3.12004 3.88988 0.37 0.34 -0.06
C -3.38652 -2.73022 2.92621 0.37 0.06 0.25
C -3.08763 -1.68238 2.05799 0.01 -0.14 0.20
C 0.57655 0.63766 -0.01038 -1.16 -0.23 -0.85
S 0.27860 2.46732 0.04685 -0.19 0.32 0.24
N 1.10351 0.16632 1.22426 1.38 1.06 -0.64
C 1.55626 0.80916 2.22723 0.09 -0.57 0.58
C 2.77889 0.23894 2.90276 -0.87 -0.61 1.01
C 0.93607 1.93172 3.02922 -0.28 0.62 -0.40
H 5.71578 0.62840 -3.14083 0.04 0.16 -0.14
H 5.65486 2.01057 -2.04736 0.00 0.06 0.11
H 5.37789 0.33833 -1.47401 0.15 0.14 0.21
H 3.46126 0.14161 -3.01958 -0.29 -0.01 0.06
H 3.58346 1.82946 -3.40486 -0.25 0.04 -0.03
H 2.25701 2.40068 -1.82105 -0.62 -0.20 0.12
H 2.92067 2.39765 0.56821 -0.21 -0.11 -0.05
H 4.18628 1.25277 0.22729 0.21 -0.09 -0.23
H 4.11255 2.86737 -0.55715 0.35 -0.14 -0.06
H -2.85184 -1.53019 -1.59873 0.18 -0.10 0.20
H -3.32427 -1.24192 -4.13903 0.13 -0.20 0.10
H -4.34706 -0.41890 -3.02803 -0.01 0.48 0.13
H -3.02035 0.44776 -3.90574 -0.14 0.22 0.15
H -2.39195 3.61974 -0.63833 0.11 -0.05 -0.16
H -2.43024 2.61367 0.80671 0.01 -0.03 0.02
H -3.92027 3.20171 0.08371 -0.17 -0.15 -0.16
H -4.02667 -0.27696 -0.20520 -0.22 -0.01 0.19
H 0.02764 -1.88611 0.76091 -0.32 0.20 0.38
H -1.51987 -2.20812 -0.08417 -0.14 0.07 0.31
H -2.64688 0.48724 0.91494 0.09 0.09 -0.39
H -1.19977 0.96819 1.65310 0.27 0.11 -0.21
H -0.02403 -0.88830 3.21277 0.00 0.07 -0.11
H -0.49931 -2.70417 4.70412 -0.04 -0.08 0.12
H -2.66697 -3.92899 4.57632 -0.10 -0.07 -0.04
H -4.33271 -3.25028 2.88714 -0.10 0.08 -0.21
H -3.84923 -1.41141 1.33574 0.01 0.06 -0.05
H 0.31787 2.81875 -1.24480 -0.10 -0.31 -0.04
H 2.95290 -0.79253 2.61653 0.30 0.10 -0.42
H 2.62816 0.23401 3.98631 0.08 0.08 0.06
H 3.62894 0.89537 2.72549 0.09 -0.03 -0.28
H -0.03531 1.56932 3.37428 -0.05 -0.03 0.00
H 0.75015 2.85699 2.48926 0.02 -0.04 -0.07
H 1.50779 2.17217 3.91906 0.24 -0.07 -0.03
```
Positions in Å, forces in eV/Å.

Charge: 0
Lowest unoccupied orbital energy in eV: 0.38
Highest occupied orbital energy in hartree: -0.3165

Record 3
Here is a structure of composition C4H9NO2 at a distorted geometry from the OMol25 dataset. Energies are from ωB97M-V with the def2-TZVPD basis set.

```
16
Properties=species:S:1:pos:R:3:forces:R:3
C 1.08810 -2.36493 -0.93324 0.04 -0.10 -0.08
O 0.90175 -1.19526 -0.16074 0.13 0.21 0.19
C 0.31478 -0.13564 -0.87967 0.13 0.77 0.24
C -0.06132 1.09556 0.03371 1.18 1.57 0.56
N -0.91049 0.63608 1.09567 -0.52 0.23 0.43
C -1.39597 1.82706 1.64951 -1.63 -0.90 0.30
O -1.96697 2.64084 0.96238 0.50 0.08 0.65
H 0.13387 -2.80618 -1.26617 0.11 0.21 0.11
H 1.70601 -2.17160 -1.82422 -0.09 0.04 0.17
H 1.60609 -3.09228 -0.30121 -0.11 0.17 -0.10
H -0.65104 -0.50049 -1.31102 0.30 0.50 0.43
H 0.92984 0.15177 -1.74718 0.12 0.11 0.32
H -0.58344 1.80567 -0.59197 -0.33 -0.27 -0.25
H 0.52483 2.13469 0.83896 0.60 -3.02 -3.24
H -0.36018 0.02542 1.69924 -0.39 0.40 0.20
H -1.27588 1.94930 2.73596 -0.03 -0.02 0.07
```
Positions in Å, forces in eV/Å.

Charge: 0
Lowest unoccupied orbital energy in eV: 0.94
Highest occupied orbital energy in hartree: -0.3470
Energy above the lowest of the compared OMol25 structures with the same formula, charge and spin in kJ/mol: 386.10

Record 4
Here is a cluster of 2 separate species, CHO2 in total at a distorted geometry from the OMol25 dataset. Energies are from ωB97M-V with the def2-TZVPD basis set.

```
4
Properties=species:S:1:pos:R:3:forces:R:3
C 0.57779 0.19213 -1.38482 -1.33 -3.40 0.82
O 2.01587 0.22988 1.48119 -3.46 -1.25 0.82
O 0.12623 -0.86263 -1.19769 1.42 3.39 -0.65
H 1.04912 -0.13488 1.77173 3.37 1.26 -0.99
```
Positions in Å, forces in eV/Å.

Charge: -1
Lowest unoccupied orbital energy in eV: 4.33
Highest occupied orbital energy in hartree: -0.0756
Energy above the lowest of the compared OMol25 structures with the same formula, charge and spin in kJ/mol: 240.69

Record 5
Here is a structure of composition C22H26MnN5SSe2Te2 at a distorted geometry from the OMol25 dataset. Energies are from ωB97M-V with the def2-TZVPD basis set.

```
59
Properties=species:S:1:pos:R:3:forces:R:3
Mn 1.11572 -2.45262 0.55107 1.02 -0.10 -0.19
Se 2.78182 -2.24662 1.99677 1.66 0.20 1.57
Te 4.70952 -3.84682 1.67087 -0.05 0.02 -0.30
Te 3.45722 -5.69682 0.07737 -0.18 0.30 0.31
Se 1.71952 -4.10712 -0.82973 0.51 -1.53 -1.39
C 4.85172 3.55888 0.47607 -0.09 -0.23 0.01
C 4.36582 2.10398 0.50087 0.15 0.00 0.00
C 4.87852 1.41108 -0.76643 -0.12 0.05 0.16
C 4.94442 1.40438 1.74067 0.02 0.00 -0.15
C 2.85312 2.00578 0.62337 -0.22 0.25 0.03
C 2.09142 3.08158 1.09017 0.09 -0.02 0.03
C 0.74602 2.92768 1.32787 -0.04 -0.08 -0.06
C 0.09852 1.70898 1.16117 -0.16 -0.44 -0.06
S -1.59078 1.79588 1.71727 0.11 -0.11 0.14
C -0.87138 -1.22932 0.62107 -0.68 0.79 -0.26
N 0.40772 -0.69492 0.53997 -0.84 -0.35 0.02
C 0.82532 0.60128 0.68977 0.67 1.01 0.09
C 2.19172 0.81628 0.39297 -0.25 -0.22 -0.12
C -2.79718 -1.79532 0.83207 -0.07 -0.36 0.11
C -4.23378 -1.93362 0.96327 -0.12 -0.29 0.11
C -4.76138 -3.17902 1.05167 -0.40 0.84 -0.02
C -3.95198 -4.34562 1.12327 1.03 -0.17 0.00
C -2.58438 -4.28912 1.10107 -0.59 -0.74 0.06
C -1.98978 -3.03472 0.94947 0.78 1.26 -0.26
H 5.91992 3.58278 0.27347 0.12 -0.02 0.00
H 4.69152 4.05168 1.43147 -0.05 0.10 0.09
H 4.34802 4.12498 -0.30423 -0.04 0.11 -0.08
H 5.95142 1.56378 -0.86273 0.12 0.01 0.00
H 4.39202 1.82228 -1.64893 -0.03 -0.01 -0.12
H 4.70542 0.33958 -0.73153 -0.06 -0.15 -0.07
H 6.03032 1.45258 1.72207 0.21 0.01 0.04
H 4.64492 0.35678 1.77007 -0.02 -0.04 0.00
H 4.58842 1.88368 2.65157 -0.01 0.03 0.07
H 2.54102 4.04198 1.28307 0.05 0.06 0.00
H 0.16392 3.75848 1.69857 -0.04 0.22 0.00
H 2.72212 -0.04842 -0.00243 -0.01 0.23 0.15
H -4.85318 -1.04902 0.97957 -0.05 0.02 0.06
H -5.83318 -3.30052 1.11797 -0.05 0.02 -0.02
H -4.44418 -5.30072 1.22017 -0.01 -0.13 0.03
H -1.96198 -5.16362 1.19467 0.02 -0.17 -0.02
C -2.03678 1.58618 -2.87713 -0.24 0.01 0.00
C -3.40178 1.02818 -2.48763 0.16 -0.12 0.14
C -3.68738 -0.27812 -3.23123 -0.05 0.20 0.07
C -3.53338 0.89778 -0.96243 -0.32 0.13 -0.17
N -2.38848 0.29028 -0.32553 0.62 -0.28 0.08
C -2.06158 -1.06352 -0.42063 0.11 0.11 -0.30
N -0.73238 -2.65432 0.80987 -2.76 -0.18 0.16
N -1.96868 -0.78362 1.62497 0.42 -0.83 0.69
N -2.39748 0.43758 1.13367 -0.52 0.70 -0.43
H -2.00088 1.75788 -3.94973 0.07 0.05 -0.13
H -1.24598 0.88788 -2.61193 0.10 -0.01 0.01
H -1.84498 2.52528 -2.36473 0.11 0.12 0.04
H -4.17108 1.74958 -2.78853 0.03 -0.06 0.10
H -2.83408 -0.95222 -3.21023 0.07 -0.06 -0.04
H -3.90678 -0.06602 -4.27463 0.00 -0.04 -0.13
H -4.54458 -0.79412 -2.80423 -0.13 -0.10 0.01
H -4.45878 0.35368 -0.71983 0.00 0.09 0.02
H -3.59838 1.89898 -0.52463 -0.06 -0.10 -0.03
H -2.05028 -1.50182 -1.41013 0.04 -0.01 -0.04
```
Positions in Å, forces in eV/Å.

Expectation value of S²: 6.128
Charge: 0
Spin multiplicity: 5
Lowest unoccupied orbital energy (alpha / beta) in eV: -1.64 / -1.61
Highest occupied orbital energy (alpha / beta) in hartree: -0.2495 / -0.2585

Record 6
Here is a cluster of 3 separate species, C3H12O2S2 in total at a distorted geometry from the OMol25 dataset. Energies are from ωB97M-V with the def2-TZVPD basis set.

```
19
Properties=species:S:1:pos:R:3:forces:R:3
C 0.02355 -1.20643 0.16779 -0.82 -1.32 -1.05
C 0.80368 -1.08988 -1.16491 -0.56 1.38 0.31
C -0.85278 0.03082 0.36905 1.42 0.50 0.46
S -2.10519 -0.37181 1.64271 0.20 0.75 -0.16
S -3.77823 0.09319 0.60825 -1.15 -0.77 -1.31
H -0.62179 -2.12204 0.06715 0.36 0.83 0.21
H 0.59963 -1.37801 1.08041 0.38 0.08 -0.30
H 0.03138 -1.00249 -1.96646 0.71 -0.33 0.39
H 1.52901 -1.86925 -1.39082 -0.18 -0.08 0.15
H 1.31961 -0.10895 -1.15536 0.07 -0.49 -0.16
H -0.19814 0.82505 0.72669 0.19 -0.01 0.86
H -1.10226 0.57045 -0.54902 -1.28 -0.93 -0.13
H -4.56260 1.01189 1.18983 0.68 0.39 0.73
H -0.40023 2.64954 -5.73324 0.15 0.05 0.17
H 0.16754 2.08549 -4.40210 0.11 0.21 -0.05
O -0.45347 1.91713 -5.11283 -0.26 -0.26 -0.11
H 2.55620 -0.41269 5.05363 0.04 -0.16 -0.20
H 3.57339 0.51254 5.64050 0.23 -0.09 -0.22
O 3.47069 -0.13457 4.92874 -0.27 0.25 0.42
```
Positions in Å, forces in eV/Å.

Charge: 0
Lowest unoccupied orbital energy in eV: 0.46
Highest occupied orbital energy in hartree: -0.3159
Energy above the lowest of the compared OMol25 structures with the same formula, charge and spin in kJ/mol: 134.56
SMILES: CCCSS.O.O